This record from the OMol25 dataset describes a structure of composition C5H18N11O2Pd. The level of theory is ωB97M-V with the def2-TZVPD basis set.

Geometry as XYZ:
```
37
Properties=species:S:1:pos:R:3
Pd 1.00 -0.47 0.29
N 1.44 -2.30 1.12
N 2.63 -2.20 1.87
C 3.11 -0.98 2.20
N 4.09 -0.92 3.06
N 2.50 0.05 1.55
N 2.65 1.35 2.09
O 3.53 1.57 2.88
O 1.79 2.14 1.75
H 0.69 -2.68 1.71
H 1.59 -2.94 0.34
H 3.03 -3.05 2.24
H 4.42 -1.74 3.55
H 4.50 -0.02 3.29
N -1.70 4.43 -0.26
C -0.53 3.61 -0.73
C -0.56 2.20 -0.14
N 0.63 1.44 -0.56
H -1.65 5.39 -0.63
H -1.73 4.52 0.76
H -2.60 4.05 -0.56
H 0.37 4.15 -0.41
H -0.57 3.60 -1.82
H -1.45 1.65 -0.46
H -0.56 2.24 0.95
H 1.46 1.97 -0.31
H 0.65 1.28 -1.57
N -2.43 -3.95 -2.45
C -3.14 -2.83 -2.33
N -4.42 -2.81 -2.68
N -2.63 -1.68 -1.86
C -1.50 -1.51 -1.30
N -0.49 -1.20 -0.82
H -2.84 -4.80 -2.82
H -1.44 -3.95 -2.30
H -4.88 -3.61 -3.08
H -4.95 -1.97 -2.56
```

Output
orbital gap = 0.3140 Ha
charge = +3
energy relative to the best compared isomer or geometry (same formula, charge and spin) = 0.0 kJ/mol
HOMO = -18.04 eV

Which charges does Löwdin predict for the atoms? In e, they are: atom 1 (Pd): 0.9779, atom 2 (N): -0.0125, atom 3 (N): 0.0433, atom 4 (C): -0.3540, atom 5 (N): 0.2642, atom 6 (N): 0.0095, atom 7 (N): -0.3854, atom 8 (O): 0.1435, atom 9 (O): 0.0465, atom 10 (H): 0.1439, atom 11 (H): 0.1345, atom 12 (H): 0.1853, atom 13 (H): 0.1600, atom 14 (H): 0.1280, atom 15 (N): 0.2161, atom 16 (C): -0.1094, atom 17 (C): -0.2100, atom 18 (N): -0.0640, atom 19 (H): 0.1903, atom 20 (H): 0.1857, atom 21 (H): 0.1843, atom 22 (H): 0.1472, atom 23 (H): 0.1473, atom 24 (H): 0.1243, atom 25 (H): 0.1183, atom 26 (H): 0.0831, atom 27 (H): 0.1174, atom 28 (N): 0.2208, atom 29 (C): -0.4450, atom 30 (N): 0.2268, atom 31 (N): 0.1426, atom 32 (C): -0.3078, atom 33 (N): 0.0016, atom 34 (H): 0.1409, atom 35 (H): 0.1216, atom 36 (H): 0.1438, atom 37 (H): 0.1397

This record from the OMol25 dataset describes a structure of composition C4H5O6Pt in a non-equilibrium geometry. The level of theory is ωB97M-V with the def2-TZVPD basis set.

Geometry as XYZ:
```
16
Properties=species:S:1:pos:R:3
H -0.15 -1.42 -0.87
C -0.50 -1.16 0.14
C -1.65 -0.17 0.02
O -1.45 0.84 -0.96
C -0.75 1.99 -0.77
O -0.25 2.18 0.39
O -0.47 2.61 -1.79
Pt 0.96 1.15 1.34
O 0.55 -0.60 0.89
H -0.86 -2.08 0.62
H -1.90 0.28 0.99
H -2.54 -0.72 -0.32
H 2.10 -0.67 -1.17
O 2.62 0.09 1.22
O 2.30 -1.39 -0.50
C 1.99 -0.94 0.75
```

Output
orbital gap (spin up / spin down) = 0.3077 / 0.2918 Ha
spin multiplicity = 4
energy relative to the best compared isomer or geometry (same formula, charge and spin) = 0.0 kJ/mol
HOMO (spin up / spin down) = -8.44 / -10.30 eV

Which charges does Löwdin predict for the atoms? In e, they are: atom 1 (H): 0.1405, atom 2 (C): -0.1465, atom 3 (C): -0.1507, atom 4 (O): 0.0132, atom 5 (C): -0.6902, atom 6 (O): -0.2294, atom 7 (O): 0.1071, atom 8 (Pt): 1.3718, atom 9 (O): -0.3330, atom 10 (H): 0.1454, atom 11 (H): 0.1327, atom 12 (H): 0.1409, atom 13 (H): 0.1473, atom 14 (O): -0.2019, atom 15 (O): 0.0557, atom 16 (C): -0.5028

This record from the OMol25 dataset describes a structure of composition C36H47BBrF4N3OPS2Zr in a non-equilibrium geometry. The level of theory is ωB97M-V with the def2-TZVPD basis set.

Geometry as XYZ:
```
97
Properties=species:S:1:pos:R:3
Zr -1.18 1.41 1.58
C -2.25 4.76 5.92
S -3.04 3.13 5.84
C -2.58 2.56 4.27
S -1.67 3.50 3.17
N -3.01 1.32 4.07
N -2.81 0.78 2.89
C -3.23 -0.44 2.67
C -3.26 -0.87 1.30
C -4.00 -1.99 0.88
C -4.29 -2.13 -0.45
C -3.88 -1.15 -1.34
C -3.07 -0.13 -0.87
N -2.71 -0.01 0.40
H -2.19 5.01 6.97
H -1.26 4.70 5.47
H -2.86 5.48 5.39
H -3.70 -1.02 3.45
H -4.38 -2.69 1.61
H -4.87 -2.98 -0.81
H -4.17 -1.17 -2.38
H -2.71 0.64 -1.54
Br 0.58 3.20 0.10
C -0.74 3.72 -1.23
C -0.33 4.39 -2.35
C -1.30 4.84 -3.26
C -2.63 4.63 -3.00
C -3.05 3.95 -1.84
C -4.42 3.79 -1.53
C -4.79 3.21 -0.35
C -3.82 2.69 0.53
C -2.45 2.72 0.26
C -2.08 3.43 -0.92
H 0.71 4.61 -2.52
H -0.99 5.38 -4.14
H -3.38 5.01 -3.68
H -5.16 4.16 -2.22
H -5.83 3.13 -0.08
H -4.19 2.23 1.45
O 0.11 0.05 0.44
P 1.01 -0.83 -0.42
C 1.53 -2.33 0.56
C 1.86 -1.96 2.01
C 2.92 -2.89 2.60
C 2.68 -4.33 2.16
C 2.86 -4.46 0.64
C 2.68 -3.11 -0.06
C 2.44 0.21 -1.00
C 3.24 0.71 0.21
C 4.16 1.86 -0.20
C 4.70 1.68 -1.62
C 4.80 0.20 -1.95
C 3.39 -0.40 -2.04
C -0.12 -1.24 -1.87
C -1.00 -2.46 -1.58
C -0.39 -3.79 -1.99
C 0.04 -3.76 -3.45
C 1.03 -2.63 -3.67
C 0.41 -1.29 -3.30
H 0.64 -2.98 0.56
H 0.96 -2.05 2.61
H 2.21 -0.94 2.08
H 2.89 -2.82 3.69
H 3.92 -2.58 2.29
H 1.67 -4.63 2.45
H 3.37 -5.00 2.67
H 2.13 -5.17 0.25
H 3.85 -4.84 0.41
H 2.51 -3.28 -1.13
H 3.60 -2.53 0.04
H 1.94 1.08 -1.44
H 3.84 -0.12 0.61
H 2.57 1.04 1.00
H 5.00 1.90 0.50
H 3.62 2.81 -0.13
H 5.67 2.16 -1.71
H 4.03 2.16 -2.34
H 5.40 -0.30 -1.19
H 5.30 0.06 -2.91
H 3.46 -1.48 -1.93
H 3.01 -0.19 -3.04
H -0.76 -0.34 -1.80
H -1.93 -2.33 -2.15
H -1.27 -2.47 -0.52
H -1.15 -4.57 -1.84
H 0.46 -4.04 -1.36
H -0.84 -3.60 -4.08
H 0.48 -4.72 -3.73
H 1.33 -2.61 -4.72
H 1.93 -2.80 -3.08
H -0.45 -1.13 -3.96
H 1.11 -0.48 -3.48
F -0.41 -0.22 3.05
B 0.48 0.73 3.72
F 1.61 0.18 4.12
F 0.70 1.68 2.62
F -0.26 1.38 4.64
```

Output
orbital gap = 0.2320 Ha
charge = +1
energy relative to the best compared isomer or geometry (same formula, charge and spin) = 190.9 kJ/mol
HOMO = -10.38 eV

Which charges does Löwdin predict for the atoms? In e, they are: atom 1 (Zr): 1.6083, atom 2 (C): -0.3942, atom 3 (S): 0.9341, atom 4 (C): -1.0694, atom 5 (S): 0.7045, atom 6 (N): -0.0822, atom 7 (N): -0.1947, atom 8 (C): -0.0356, atom 9 (C): -0.2414, atom 10 (C): 0.0144, atom 11 (C): -0.0313, atom 12 (C): -0.0434, atom 13 (C): -0.1213, atom 14 (N): 0.0058, atom 15 (H): 0.0398, atom 16 (H): 0.0103, atom 17 (H): 0.0391, atom 18 (H): 0.1496, atom 19 (H): 0.1237, atom 20 (H): 0.1224, atom 21 (H): 0.1217, atom 22 (H): 0.1284, atom 23 (Br): 0.9454, atom 24 (C): -0.4999, atom 25 (C): -0.1093, atom 26 (C): -0.0652, atom 27 (C): -0.0202, atom 28 (C): -0.1646, atom 29 (C): -0.0241, atom 30 (C): -0.0595, atom 31 (C): -0.1446, atom 32 (C): -0.3169, atom 33 (C): -0.2383, atom 34 (H): 0.1055, atom 35 (H): 0.1115, atom 36 (H): 0.1190, atom 37 (H): 0.1169, atom 38 (H): 0.1092, atom 39 (H): 0.0923, atom 40 (O): -0.5019, atom 41 (P): 0.9574, atom 42 (C): -0.3135, atom 43 (C): -0.1875, atom 44 (C): -0.1790, atom 45 (C): -0.1838, atom 46 (C): -0.1722, atom 47 (C): -0.2100, atom 48 (C): -0.3352, atom 49 (C): -0.2118, atom 50 (C): -0.1799, atom 51 (C): -0.1896, atom 52 (C): -0.1828, atom 53 (C): -0.1861, atom 54 (C): -0.3124, atom 55 (C): -0.2020, atom 56 (C): -0.1774, atom 57 (C): -0.1868, atom 58 (C): -0.1868, atom 59 (C): -0.1778, atom 60 (H): 0.1162, atom 61 (H): 0.1120, atom 62 (H): 0.0844, atom 63 (H): 0.1209, atom 64 (H): 0.1163, atom 65 (H): 0.1148, atom 66 (H): 0.1126, atom 67 (H): 0.1083, atom 68 (H): 0.1163, atom 69 (H): 0.0845, atom 70 (H): 0.1100, atom 71 (H): 0.1001, atom 72 (H): 0.1147, atom 73 (H): 0.0807, atom 74 (H): 0.1188, atom 75 (H): 0.0825, atom 76 (H): 0.1137, atom 77 (H): 0.1138, atom 78 (H): 0.1177, atom 79 (H): 0.1174, atom 80 (H): 0.0841, atom 81 (H): 0.1028, atom 82 (H): 0.0927, atom 83 (H): 0.1013, atom 84 (H): 0.1030, atom 85 (H): 0.1202, atom 86 (H): 0.0877, atom 87 (H): 0.1184, atom 88 (H): 0.1167, atom 89 (H): 0.1206, atom 90 (H): 0.0898, atom 91 (H): 0.1282, atom 92 (H): 0.0906, atom 93 (F): 0.0174, atom 94 (B): -1.2941, atom 95 (F): 0.2621, atom 96 (F): -0.1046, atom 97 (F): 0.1805

This record from the OMol25 dataset describes a cluster of 2 separate species, C4H12NO2 in total in a non-equilibrium geometry. The level of theory is ωB97M-V with the def2-TZVPD basis set.

Geometry as XYZ:
```
19
Properties=species:S:1:pos:R:3
C -0.35 1.95 -0.45
O -1.49 2.63 -0.42
C -0.42 0.62 0.33
C 0.83 -0.25 0.36
C 0.87 -1.18 1.60
N -1.64 -0.15 0.07
H 0.55 2.43 0.06
H 0.15 1.80 -1.45
H -0.53 1.10 1.33
H 1.61 0.52 0.45
H 0.93 -0.83 -0.55
H 1.84 -1.38 2.03
H 0.19 -0.75 2.34
H 0.37 -2.10 1.26
H -2.27 0.57 -0.31
H -2.08 -0.49 0.91
H 1.23 -1.31 -2.57
H -0.17 -1.61 -2.11
O 0.39 -1.58 -2.88
```

Output
orbital gap = 0.2367 Ha
charge = -1
energy relative to the best compared isomer or geometry (same formula, charge and spin) = 99.3 kJ/mol
HOMO = -2.61 eV

Which charges does Löwdin predict for the atoms? In e, they are: atom 1 (C): -0.5467, atom 2 (O): -0.3297, atom 3 (C): -0.4565, atom 4 (C): -0.2361, atom 5 (C): -0.1143, atom 6 (N): 0.0256, atom 7 (H): 0.0795, atom 8 (H): 0.0812, atom 9 (H): 0.1218, atom 10 (H): 0.0987, atom 11 (H): 0.0629, atom 12 (H): 0.0499, atom 13 (H): 0.0584, atom 14 (H): 0.0597, atom 15 (H): 0.0511, atom 16 (H): 0.0463, atom 17 (H): 0.0007, atom 18 (H): 0.0044, atom 19 (O): -0.0569

This record from the OMol25 dataset describes an isolated molecule of C6H12O. The level of theory is ωB97M-V with the def2-TZVPD basis set.

Geometry as XYZ:
```
19
Properties=species:S:1:pos:R:3
C 2.15 -0.16 0.92
C 1.41 -0.52 -0.36
C 0.29 0.44 -0.69
C -0.86 0.02 -1.59
C -1.14 0.43 -0.18
C -1.72 -0.54 0.82
O -1.74 1.70 -0.11
H 3.00 -0.83 1.10
H 1.49 -0.21 1.80
H 2.54 0.86 0.86
H 1.04 -1.56 -0.31
H 2.11 -0.49 -1.20
H 0.63 1.46 -0.86
H -0.94 -1.05 -1.80
H -1.18 0.68 -2.38
H -2.73 -0.84 0.52
H -1.80 -0.06 1.81
H -1.11 -1.44 0.93
H -1.46 2.11 0.72
```

Output
orbital gap = 0.3849 Ha
energy relative to the best compared isomer or geometry (same formula, charge and spin) = 101.9 kJ/mol
HOMO = -9.48 eV

Which charges does Löwdin predict for the atoms? In e, they are: atom 1 (C): -0.1075, atom 2 (C): -0.2352, atom 3 (C): -0.2269, atom 4 (C): -0.0375, atom 5 (C): -0.5339, atom 6 (C): -0.0099, atom 7 (O): 0.0002, atom 8 (H): 0.0690, atom 9 (H): 0.0701, atom 10 (H): 0.0732, atom 11 (H): 0.1081, atom 12 (H): 0.1118, atom 13 (H): 0.1433, atom 14 (H): 0.1140, atom 15 (H): 0.1113, atom 16 (H): 0.0874, atom 17 (H): 0.0815, atom 18 (H): 0.0790, atom 19 (H): 0.1020

This record from the OMol25 dataset describes an isolated molecule of C3H8O3. The level of theory is ωB97M-V with the def2-TZVPD basis set.

Geometry as XYZ:
```
14
Properties=species:S:1:pos:R:3
O 1.50 1.00 0.75
C 1.28 0.20 -0.39
C -0.25 0.15 -0.70
O -0.97 1.23 -0.14
C -0.86 -1.07 -0.03
O -0.61 -1.02 1.37
H 0.96 0.56 1.43
H 1.85 0.64 -1.22
H 1.68 -0.82 -0.24
H -0.41 0.12 -1.79
H -0.46 2.05 -0.20
H -1.94 -1.11 -0.22
H -0.40 -1.99 -0.41
H -1.19 -0.32 1.72
```

Output
orbital gap = 0.4093 Ha
energy relative to the best compared isomer or geometry (same formula, charge and spin) = 121.5 kJ/mol
HOMO = -10.34 eV

Which charges does Löwdin predict for the atoms? In e, they are: atom 1 (O): -0.0633, atom 2 (C): -0.2073, atom 3 (C): -0.3451, atom 4 (O): -0.0335, atom 5 (C): -0.2139, atom 6 (O): -0.0599, atom 7 (H): 0.0819, atom 8 (H): 0.1206, atom 9 (H): 0.1245, atom 10 (H): 0.1440, atom 11 (H): 0.1028, atom 12 (H): 0.1265, atom 13 (H): 0.1257, atom 14 (H): 0.0971